(1)
# C4H9N2O

A gas-phase ion, C4H9N2O (charge +1) at a distorted geometry (ωB97M-V/def2-TZVPD, the Open Molecules 2025 dataset).

```
16
Properties=species:S:1:pos:R:3:forces:R:3:lowdin_spin:R:1
O -0.6844 1.3673 0.6988 -1.45 1.18 0.45 0.010
N 1.8023 0.4221 -0.9001 -0.31 -0.13 -3.69 0.134
N 0.6071 -0.9709 0.4954 1.67 1.57 -2.90 0.737
C 0.7595 -0.3093 -0.6690 0.52 -3.17 -1.11 0.108
C -1.0213 0.4186 1.6708 1.25 -1.74 -2.48 0.199
C -0.1561 -0.6530 -1.7764 1.44 2.77 -0.62 0.021
C -0.0245 -0.7550 1.5618 -0.99 -0.08 4.70 0.657
H 2.3177 0.8172 -0.2018 1.78 0.85 2.65 0.004
H -1.8868 -0.0996 1.3373 -1.66 0.02 0.33 0.027
H -0.2863 -1.5166 2.2755 0.06 -0.47 0.16 0.075
H -1.5259 1.8835 0.7219 1.17 0.25 -0.72 0.003
H 2.1535 0.6703 -1.8750 -1.22 -0.29 1.65 0.004
H -1.0011 -0.0716 -1.3526 -0.22 0.13 -1.32 0.004
H -0.9725 0.7463 2.6547 -0.26 0.72 1.80 0.014
H 0.3902 -0.3141 -2.7074 -1.62 0.14 0.64 0.003
H -0.4715 -1.6350 -1.9340 -0.16 -1.75 0.46 0.002
```
Forces are in eV/Å.

## Properties
- Total energy: -342.10064 Ha
- 2S+1: 3
- Molar mass: 101.13 g/mol
- Net charge: +1
- Maximum force: 4.80 eV Å⁻¹


(2)
# C4H9N2O2

2 unconnected molecules or ions with the total composition C4H9N2O2 at a distorted geometry (ωB97M-V/def2-TZVPD, the Open Molecules 2025 dataset).

```
17
Properties=species:S:1:pos:R:3:forces:R:3:lowdin_charge:R:1
O -0.5270 -0.9400 -1.6073 -0.13 1.61 -1.21 -0.127
O -4.0426 0.5891 0.2179 1.10 -0.19 0.70 -0.062
N 0.3845 -2.1116 0.0922 0.61 -0.42 -0.80 -0.012
N 1.9619 -0.1525 1.0279 1.46 -0.05 -0.70 -0.017
C 1.3431 0.0843 -0.2693 -0.21 0.25 -1.26 -0.435
C 0.6970 1.4692 -0.2881 -0.40 0.69 0.22 -0.111
C -2.8570 0.3436 0.3781 -0.63 -0.91 -2.12 -0.123
C 0.2807 -1.0146 -0.6653 0.65 -2.05 1.40 -0.710
H -0.0317 -2.8658 -0.5067 -0.14 0.85 1.00 0.010
H -2.4064 -0.6479 0.0052 -0.40 1.06 0.87 0.091
H -2.1379 1.1386 0.6298 -0.08 -0.07 0.46 0.053
H 2.2057 0.0093 -1.0440 -1.43 0.16 1.04 0.148
H 1.4682 2.2806 -0.0349 -1.21 -1.05 -0.29 0.075
H -0.0808 1.3750 0.5474 0.94 0.72 -1.05 0.060
H 2.2262 -1.1252 0.9597 0.12 -0.34 0.24 0.032
H 1.3606 -0.1466 1.8243 -1.03 0.23 0.10 0.042
H 0.1557 1.7145 -1.2670 0.81 -0.48 1.41 0.086
```
Forces are in eV/Å.

## Properties
- Total energy: -417.80175 Ha
- 2S+1: 1
- Molar mass: 117.13 g/mol
- Net charge: -1
- Maximum force: 2.56 eV Å⁻¹


(3)
# C4H9N2O2

A molecular structure, C4H9N2O2 at a distorted geometry (ωB97M-V/def2-TZVPD, the Open Molecules 2025 dataset).

```
17
Properties=species:S:1:pos:R:3:forces:R:3:lowdin_charge:R:1
O -2.3554 0.2920 -1.5695 -0.37 -0.03 2.53 -0.108
O -3.6021 -0.0456 0.3806 0.40 0.80 -1.25 -0.112
N -1.3803 -0.3262 0.4820 0.52 -0.64 -1.62 -0.005
N 2.1754 -0.7071 -1.0153 -1.85 4.08 -0.92 -0.019
C -2.5611 0.0515 -0.3271 -0.27 -1.22 -0.04 -0.731
C 1.0528 1.0470 0.9226 0.90 0.62 -0.20 -0.111
C 0.8169 0.2359 -0.4172 -3.22 -1.64 1.95 -0.406
C -0.2658 -0.9023 -0.2783 1.04 -0.24 0.55 -0.240
H 0.9920 0.4713 1.8891 0.62 0.03 -1.19 0.069
H -0.4682 -1.2515 -1.3194 -0.45 0.60 0.84 0.108
H 2.4407 -1.0411 -0.1090 0.36 0.26 1.03 -0.035
H 0.2071 -1.8532 0.1915 -0.62 1.74 -0.15 0.121
H -1.6103 -0.8147 1.3422 -0.25 0.15 -0.55 0.099
H 0.2852 0.9493 -1.1013 0.92 -0.62 -0.15 0.145
H 2.1066 1.5356 0.7273 -1.90 -0.59 1.10 0.088
H 0.2573 1.8301 1.1278 1.01 -0.75 -0.88 0.077
H 1.9091 0.5290 -0.9259 3.15 -2.53 -1.06 0.061
```
Forces are in eV/Å.

## Properties
- Total energy: -417.71977 Ha
- 2S+1: 1
- Molar mass: 117.13 g/mol
- Net charge: -1
- Maximum force: 4.58 eV Å⁻¹


(4)
# C4H9N2O2

C4H9N2O2 in the gas phase at a distorted geometry (ωB97M-V/def2-TZVPD, the Open Molecules 2025 dataset).

```
17
Properties=species:S:1:pos:R:3:forces:R:3:lowdin_spin:R:1
O -2.6424 0.1372 0.2400 0.97 0.64 0.43 0.041
O 2.2560 -1.1566 0.0509 -0.32 -0.38 -0.43 0.013
N -0.3305 1.3888 0.4204 0.44 0.45 -0.66 0.744
N 2.4595 0.9769 0.6565 -0.50 -0.42 -0.45 0.013
C 1.7107 -0.1067 0.3025 0.51 0.46 0.76 0.019
C -2.0359 -0.7748 -0.6507 1.06 0.06 -0.13 0.002
C -0.4821 -0.8760 -0.6173 0.57 -0.01 0.78 0.056
C 0.1882 0.0480 0.4346 0.28 0.31 0.35 0.072
H -1.9662 0.8401 0.4743 -0.99 -0.61 -0.23 0.005
H 2.0242 1.8295 0.9580 0.32 0.13 0.07 0.007
H 3.4521 0.8012 0.6296 -0.04 0.49 0.19 0.000
H 0.0433 1.9135 -0.3774 -0.01 -0.10 -0.11 0.019
H -0.0007 -0.1974 1.4860 -0.22 -1.03 -0.23 0.002
H -0.0809 -1.8689 -0.4001 -0.49 -0.11 0.44 0.005
H 0.0262 -0.7344 -1.5748 -0.45 0.69 -0.19 0.000
H -2.2414 -0.4556 -1.6767 -0.63 -0.59 -0.01 0.001
H -2.3801 -1.7650 -0.3556 -0.50 0.03 -0.60 0.001
```
Forces are in eV/Å.

## Properties
- Total energy: -417.73170 Ha
- 2S+1: 2
- Molar mass: 117.13 g/mol
- Maximum force: 1.24 eV Å⁻¹


(5)
# C4H9N2O2

A gas-phase ion, C4H9N2O2 (charge +1) at a distorted geometry (ωB97M-V/def2-TZVPD, the Open Molecules 2025 dataset).

```
17
Properties=species:S:1:pos:R:3:forces:R:3:lowdin_charge:R:1
O -0.9297 1.4835 1.3493 -0.40 -1.49 0.46 0.031
O 2.0439 -1.2697 -0.0915 -0.79 0.82 -0.91 0.165
N 0.7013 -0.9166 1.7225 5.34 -1.83 -1.03 0.279
N 0.6883 0.0631 -1.7767 -1.16 -0.73 -0.20 0.081
C 0.9716 -0.7999 0.4405 -2.03 0.47 -0.22 -0.275
C -0.9605 1.0214 0.0508 -0.62 1.57 -0.88 -0.272
C -1.5732 -0.3062 -0.2464 3.72 1.12 2.41 0.061
C -0.0588 -0.0897 -0.5000 1.93 -0.21 0.02 -0.259
H 1.4762 -1.2671 2.3666 -1.80 0.52 -1.07 0.204
H 1.8954 -1.0182 -1.1083 0.16 -0.28 1.09 0.167
H -0.1437 -0.6261 2.0365 -2.83 1.27 1.53 0.076
H 0.1878 0.0991 -2.6876 0.14 -0.41 1.26 0.140
H 1.2737 0.8755 -1.7471 0.15 0.66 0.10 0.103
H -1.1630 1.9007 -0.6739 0.33 -1.88 0.77 0.196
H -0.4006 2.2628 1.4398 0.54 0.77 -0.07 0.108
H -1.8704 -1.0363 0.4653 0.14 -0.23 1.02 0.129
H -2.1383 -0.3762 -1.0397 -2.81 -0.14 -4.28 0.067
```
Forces are in eV/Å.

## Properties
- Total energy: -417.52209 Ha
- 2S+1: 1
- SMILES string: N[C@]1(C(=[NH2+])O)C[C@H]1O
- Molar mass: 117.13 g/mol
- Net charge: +1
- Maximum force: 5.74 eV Å⁻¹


(6)
# C4H9N2O2

A gas-phase ion, C4H9N2O2 (charge +1) at a distorted geometry (ωB97M-V/def2-TZVPD, the Open Molecules 2025 dataset).

```
17
Properties=species:S:1:pos:R:3:forces:R:3:lowdin_charge:R:1
O 2.3818 -0.0924 0.0590 -0.56 0.65 0.77 0.190
O 1.5142 2.3854 1.1514 -0.49 0.72 0.70 0.114
N 0.7786 1.6180 0.2936 1.21 -1.72 -1.00 -0.079
N 0.1176 -0.4646 -0.1314 -1.99 -0.66 0.58 -0.021
C 0.2925 -1.9248 -0.0043 0.33 -0.53 -3.16 0.021
C -0.6294 1.7660 0.0913 -2.08 0.54 0.77 -0.060
C 1.1190 0.3395 0.1072 1.22 -0.88 -0.33 -0.320
C -1.1848 0.2952 0.1273 0.82 0.96 -4.58 -0.007
H 2.4263 2.2908 0.8802 0.66 0.21 -0.34 0.126
H -0.9015 2.3619 -0.8133 0.48 -0.76 0.51 0.150
H -1.1047 2.2619 0.9408 0.37 0.32 -0.02 0.141
H -1.6515 0.0273 1.0077 -0.59 -0.70 2.05 0.096
H 0.5359 -2.4459 -1.0408 -1.15 1.14 1.90 0.156
H 2.5081 -1.0654 0.2058 -0.39 1.18 -0.25 0.152
H 1.1836 -2.1420 0.5292 0.58 -0.18 1.06 0.062
H -1.9780 0.2069 -0.7316 1.80 -0.28 1.48 0.173
H -0.5417 -2.3748 0.5135 -0.23 -0.02 -0.14 0.105
```
Forces are in eV/Å.

## Properties
- Total energy: -417.47305 Ha
- 2S+1: 1
- SMILES string: C[N+]1=C(O)N(O)CC1
- Molar mass: 117.13 g/mol
- Net charge: +1
- Maximum force: 4.75 eV Å⁻¹


(7)
# C4H9N2O2

2 unconnected molecules or ions with the total composition C4H9N2O2 at a distorted geometry (ωB97M-V/def2-TZVPD, the Open Molecules 2025 dataset).

```
17
Properties=species:S:1:pos:R:3:forces:R:3:lowdin_charge:R:1
O 1.2986 -1.6719 -2.7804 -0.35 0.31 0.16 0.103
O -0.2612 -3.2646 -2.4776 0.28 1.02 -0.39 0.111
N -0.9132 -1.0595 -2.4531 -0.22 0.76 -0.52 0.110
N 0.1438 1.6570 2.0414 0.44 1.58 0.31 0.008
C 0.0193 -2.1013 -2.6151 -0.73 -0.40 0.73 -0.637
C 0.5139 2.0893 3.2006 0.32 -0.75 -0.60 0.195
C 0.0233 0.2981 1.6721 0.27 -0.99 -0.54 -0.115
C -0.3491 0.0343 0.3913 0.76 -0.04 2.20 0.108
H -0.5603 0.7870 -0.3681 -0.01 -0.03 0.43 0.080
H 0.8657 1.3251 3.9052 -0.49 0.43 0.01 0.130
H 0.5765 3.1496 3.4448 -0.06 -0.26 -0.29 0.131
H 1.3557 -0.7374 -2.5196 0.12 -0.36 -0.33 0.106
H -1.9100 -1.3215 -2.4271 1.05 -0.04 -0.19 0.126
H -0.7416 -0.1385 -2.9028 -0.17 -1.30 0.28 0.116
H 0.3407 -0.3945 2.5401 -0.83 0.85 -1.93 0.167
H -0.4091 -0.9893 0.0834 -0.12 -0.31 -0.17 0.067
H 0.0070 2.3380 1.2650 -0.26 -0.47 0.88 0.195
```
Forces are in eV/Å.

## Properties
- Total energy: -417.51009 Ha
- 2S+1: 1
- Molar mass: 117.13 g/mol
- Net charge: +1
- Maximum force: 2.33 eV Å⁻¹


(8)
# C4H9N2OS

A gas-phase ion, C4H9N2OS (charge -1) at a distorted geometry (ωB97M-V/def2-TZVPD, the Open Molecules 2025 dataset).

```
17
Properties=species:S:1:pos:R:3:forces:R:3:lowdin_charge:R:1
S 0.2883 -0.1558 -2.6738 0.09 -0.70 -0.23 0.078
O 1.1258 -0.3333 1.7617 -1.47 -1.03 1.21 0.050
N 2.3632 1.0372 0.5546 -3.77 4.14 -1.42 0.147
N 0.1252 0.9017 -0.0216 1.22 2.12 1.09 -0.011
C -1.7481 -0.3245 0.9478 1.95 1.33 0.34 -0.059
C -0.3633 -1.1227 -1.1902 0.04 -2.08 -2.53 -0.642
C -0.9314 -0.0135 -0.3259 -0.56 -1.03 1.02 -0.543
C 1.1177 0.4839 0.8862 1.47 1.39 -3.95 -0.594
H 0.4732 -1.8130 -0.8290 -1.01 1.41 0.32 0.057
H -2.7270 -0.1293 0.6784 -2.36 -0.39 -0.21 0.033
H -1.1099 -1.9214 -1.6463 0.84 1.83 1.24 0.064
H 2.6669 1.4135 -0.3181 -1.68 0.65 -1.19 0.075
H -1.6682 0.4892 -0.9253 0.18 0.43 -0.69 0.091
H -1.5585 -1.2439 1.4289 0.01 -1.25 0.24 0.055
H 0.3225 1.6773 -0.7586 -0.01 -2.62 1.78 0.128
H -1.5115 0.4473 1.6920 0.03 -0.16 -0.09 0.073
H 3.1351 0.6074 0.7391 5.02 -4.04 3.07 -0.002
```
Forces are in eV/Å.

## Properties
- Total energy: -740.75859 Ha
- 2S+1: 1
- SMILES string: C[C@H](C[S-])NC(N)=O
- Molar mass: 133.20 g/mol
- Net charge: -1
- Maximum force: 7.14 eV Å⁻¹


(9)
# C4H9N2OS

A gas-phase ion, C4H9N2OS (charge -2) at a distorted geometry (ωB97M-V/def2-TZVPD, the Open Molecules 2025 dataset).

```
17
Properties=species:S:1:pos:R:3:forces:R:3:lowdin_spin:R:1
S -1.4029 0.8791 -2.0230 -0.27 -0.07 -0.46 0.001
O 0.8812 -1.8023 0.5073 1.23 -0.34 0.62 0.052
N 0.3139 0.2366 1.6996 -0.17 -1.03 0.35 0.716
N 2.7548 0.6933 1.0630 -2.06 0.39 1.62 0.058
C -1.3074 -0.8762 0.1472 1.10 0.20 -0.14 0.011
C 0.2244 -0.6668 0.4617 -1.81 1.02 -1.07 0.023
C 1.2778 1.2263 1.5482 2.97 -0.81 -0.78 0.091
C -1.6035 -0.8237 -1.3615 -0.52 0.04 0.40 0.003
H -1.8466 -0.0548 0.6249 -0.41 -0.21 0.08 0.003
H 2.5465 -0.1518 0.5496 0.09 -0.26 -0.53 0.001
H -2.6442 -1.1741 -1.4706 0.02 0.30 -0.16 0.000
H -1.5489 -1.8728 0.5347 -0.20 0.11 0.30 0.001
H 0.9596 1.9087 0.7389 -0.10 0.19 0.40 0.036
H -1.0319 -1.5708 -1.9274 0.36 0.23 0.22 0.000
H 0.5029 0.0627 -0.3420 0.39 -0.32 -0.10 0.002
H 3.1041 1.4386 0.4941 0.14 0.04 -0.80 0.001
H 1.6074 1.6824 2.4840 -0.76 0.52 0.05 0.000
```
Forces are in eV/Å.

## Properties
- Total energy: -740.58251 Ha
- 2S+1: 2
- Molar mass: 133.20 g/mol
- Net charge: -2
- Maximum force: 3.18 eV Å⁻¹


(10)
# C4H9N2OS

A gas-phase ion, C4H9N2OS (charge +1) at a distorted geometry (ωB97M-V/def2-TZVPD, the Open Molecules 2025 dataset).

```
17
Properties=species:S:1:pos:R:3:forces:R:3:lowdin_charge:R:1
S -1.6749 -1.7691 -0.0944 -0.15 -1.62 -1.62 0.986
O -0.6345 1.8573 -0.0906 -1.04 1.60 -0.77 0.072
N 0.0782 -0.0874 -1.0722 -1.41 -0.66 1.36 0.094
N -0.3066 -1.8671 -2.5010 1.08 0.17 -0.28 0.155
C -0.0069 0.7113 0.1383 -2.97 -2.04 1.34 -0.424
C -0.5800 -1.2197 -1.3688 0.51 1.05 1.38 -0.563
C -1.5521 -0.6024 1.1480 4.26 1.34 0.22 -0.359
C 1.2273 0.7723 0.9320 -1.61 -0.52 1.74 0.007
H -0.8015 -2.7121 -2.7492 -0.03 0.05 0.19 0.127
H 2.0105 1.0059 0.2873 1.59 1.00 -0.92 0.079
H 0.7186 0.2640 -1.7037 1.50 0.78 -1.79 0.139
H 0.6034 -1.7142 -3.0120 -1.66 -0.06 0.83 0.171
H 0.9993 1.5280 1.7129 0.91 -0.59 -0.26 0.123
H -1.0160 -0.9532 2.1104 -1.24 0.58 -1.71 0.086
H -0.7910 2.5908 0.5730 0.89 -1.78 -0.57 0.184
H 1.4525 -0.2147 1.3277 0.01 0.10 0.38 0.104
H -2.4137 0.0113 1.1898 -0.60 0.60 0.47 0.019
```
Forces are in eV/Å.

## Properties
- Total energy: -740.44027 Ha
- 2S+1: 1
- Molar mass: 133.20 g/mol
- Net charge: +1
- Maximum force: 4.47 eV Å⁻¹


(11)
# C4H9N2OS2

A gas-phase ion, C4H9N2OS2 (charge +1) at a distorted geometry (ωB97M-V/def2-TZVPD, the Open Molecules 2025 dataset).

```
18
Properties=species:S:1:pos:R:3:forces:R:3:lowdin_charge:R:1
S 1.7682 -1.8605 0.8077 0.70 -0.36 0.91 0.857
S 2.8798 0.3742 -0.8062 -0.98 -0.67 0.65 0.778
O -1.2033 1.6134 1.0163 0.54 0.13 -0.28 0.082
N -0.8581 -0.8635 0.3100 -0.61 3.12 -1.09 -0.011
N 0.7287 2.4745 0.0844 -1.75 -0.13 0.62 0.215
C -0.1443 1.5428 0.4006 -1.12 -1.48 0.71 -0.476
C -1.8964 -1.2402 -0.7192 2.78 -3.73 -0.42 0.041
C 0.1192 0.1314 -0.2602 2.72 -1.28 2.11 -0.232
C 1.6080 -0.4129 -0.1037 -0.09 1.83 -1.55 -1.071
H -1.2206 -0.1801 1.0093 -1.22 -0.20 0.26 0.145
H -0.4744 -1.6269 0.8398 0.44 -0.62 -0.05 0.078
H 1.6200 2.0711 -0.1151 1.12 0.91 -0.58 0.000
H 0.4232 3.4032 0.3469 0.94 0.18 -0.02 0.156
H 2.9926 -1.5903 1.3738 -0.65 -0.19 -0.58 -0.040
H -2.5980 -1.8091 -0.1355 -0.94 0.09 -0.47 0.101
H -1.3561 -1.9768 -1.4936 -1.13 1.39 1.88 0.163
H -0.1941 0.3963 -1.2183 0.07 -0.38 -2.08 0.132
H -2.1944 -0.4467 -1.3369 -0.84 1.38 0.00 0.085
```
Forces are in eV/Å.

## Properties
- Total energy: -1138.65611 Ha
- 2S+1: 1
- SMILES string: C[NH2+][C@@H](C(N)=O)C(=S)S
- Molar mass: 165.26 g/mol
- Net charge: +1
- Maximum force: 4.67 eV Å⁻¹


(12)
# C4H9N2P

C4H9N2P in the gas phase at a distorted geometry (ωB97M-V/def2-TZVPD, the Open Molecules 2025 dataset).

```
16
Properties=species:S:1:pos:R:3:forces:R:3:lowdin_charge:R:1
P -0.0906 0.4874 0.7363 0.34 -2.75 -1.40 0.902
N 1.1020 1.7582 2.6500 -2.00 0.01 -5.03 -0.090
N 0.4424 0.5208 2.2073 0.54 1.71 0.42 -0.336
C -0.4028 -0.0046 -1.7270 -1.39 2.42 -3.26 -0.372
C 0.2735 1.0179 -0.8540 -0.30 1.15 2.35 -0.306
C -0.3437 -1.3862 -1.1801 -2.14 0.53 -0.66 -0.327
C -0.6788 -1.2891 0.2496 -2.04 -0.57 3.60 -0.288
H 0.6338 -1.6915 -1.3097 2.15 -0.99 -0.07 0.088
H 0.1026 0.0305 -2.7304 -0.45 -0.07 0.71 0.117
H -1.8352 -1.3854 0.5737 2.37 0.50 -1.23 0.124
H -1.4781 0.3713 -1.9333 1.32 -0.91 0.13 0.126
H -1.0074 -2.0586 -1.7358 0.12 0.09 0.11 0.123
H -0.2544 -2.1739 0.8088 -0.01 1.43 -0.10 0.092
H 0.3569 2.1196 -1.0776 -0.02 -1.54 -0.05 0.058
H 1.6784 2.1109 1.8259 -0.29 -0.54 2.28 0.082
H 1.5013 1.5727 3.4962 1.81 -0.48 2.19 0.006
```
Forces are in eV/Å.

## Properties
- Total energy: -608.52722 Ha
- 2S+1: 1
- SMILES string: NN=P1=CCCC1
- Molar mass: 116.10 g/mol
- Maximum force: 5.42 eV Å⁻¹


Q: Which value of 2S+1 does entry 3 give?
A: 1